No. 1
C30H80N6O13 | ωB97M-V/def2-TZVPD

Computed properties:
**Multiplicity**: 2
**Orbital gap (alpha / beta)**: 6.5 / 2.5 eV
**Charge**: +5
**LUMO (alpha / beta)**: -12.1224 / -16.1893 eV
**Calculated total energy**: -2495.3890 a.u.
**Relative energy (zero: lowest compared OMol25 entry of this formula, charge and spin)**: 0.00 kJ/mol
**⟨S²⟩**: 0.757

Each line ends with the Mulliken spin population.
Geometry (Å):
N -4.39 17.97 -10.60  0.023
O -3.65 18.33 -11.51  0.442
O -4.78 16.78 -10.62  0.303
O -4.81 18.80 -9.80  0.249
C -13.14 18.54 -13.01  0.000
O -12.27 17.79 -13.90  0.000
C -10.91 17.90 -13.59  0.000
C -10.34 19.26 -13.76  0.000
N -8.91 19.27 -14.27  0.000
H -8.85 19.14 -15.27  0.000
H -8.58 20.21 -14.12  0.000
C -7.93 18.25 -13.71  -0.001
C -7.46 18.73 -12.28  0.000
O -8.57 18.75 -11.44  0.001
C -8.33 19.60 -10.34  0.001
H -13.13 18.01 -12.05  0.000
H -14.14 18.72 -13.39  0.000
H -12.62 19.49 -12.87  0.000
H -10.49 17.19 -14.31  0.000
H -10.58 17.41 -12.67  0.000
H -10.30 19.81 -12.82  0.000
H -10.80 19.82 -14.58  0.000
H -7.23 18.25 -14.54  0.000
H -8.32 17.24 -13.84  0.000
H -6.95 19.70 -12.27  0.001
H -6.82 17.96 -11.86  -0.007
H -7.36 19.42 -9.88  -0.002
H -9.05 19.37 -9.56  0.000
H -8.47 20.63 -10.68  0.000
C -0.28 16.43 -8.80  0.000
O -0.93 15.22 -9.17  0.001
C -1.72 15.42 -10.37  0.022
C -2.47 14.13 -10.66  0.000
N -1.60 12.87 -10.94  0.000
H -2.25 12.11 -11.04  0.000
H -1.25 12.93 -11.89  0.000
C -0.44 12.57 -9.96  0.000
C 0.13 11.18 -10.21  0.000
O 0.48 10.81 -11.48  0.000
C 0.93 9.44 -11.63  0.000
H 0.32 16.76 -9.63  0.000
H 0.23 16.42 -7.83  0.000
H -1.05 17.15 -8.54  0.000
H -1.01 15.66 -11.17  0.003
H -2.43 16.23 -10.19  -0.029
H -3.10 14.19 -11.55  0.003
H -3.07 13.83 -9.80  0.000
H -0.76 12.65 -8.92  0.000
H 0.37 13.30 -10.05  0.000
H -0.55 10.41 -9.84  0.000
H 0.91 10.88 -9.50  0.000
H 0.18 8.68 -11.41  0.000
H 1.70 9.26 -10.88  0.000
H 1.16 9.21 -12.67  0.000
C -2.58 15.32 -6.05  0.000
O -3.91 15.79 -6.31  0.000
C -4.94 14.86 -5.82  0.000
C -6.36 15.47 -6.05  0.000
N -7.16 14.86 -7.17  -0.001
H -7.32 13.87 -7.10  0.000
H -8.09 15.21 -6.98  0.000
C -6.68 15.38 -8.50  -0.004
C -7.22 14.60 -9.68  0.001
O -8.68 14.65 -9.92  0.000
C -9.17 15.96 -10.12  0.000
H -2.35 15.24 -4.98  0.000
H -1.90 15.99 -6.58  0.000
H -2.52 14.32 -6.49  0.000
H -4.78 14.78 -4.75  0.000
H -4.90 13.84 -6.20  0.000
H -6.34 16.55 -6.12  0.000
H -7.02 15.23 -5.21  0.000
H -5.59 15.36 -8.49  0.004
H -6.95 16.43 -8.46  -0.005
H -7.06 13.54 -9.50  0.000
H -6.71 14.80 -10.62  -0.001
H -8.89 16.72 -9.39  0.000
H -10.26 16.02 -10.07  0.000
H -8.87 16.25 -11.13  0.000
C 1.40 24.53 -3.55  0.000
O 0.11 24.07 -3.98  0.000
C -0.11 23.78 -5.37  0.000
C -1.53 23.28 -5.50  0.000
N -1.82 22.39 -4.26  0.000
H -1.40 21.48 -4.41  0.000
H -1.33 22.80 -3.47  0.000
C -3.30 22.12 -3.92  0.000
C -3.81 20.96 -4.83  0.000
O -4.13 21.36 -6.20  0.000
C -4.53 20.30 -7.07  -0.002
H 2.08 23.67 -3.56  0.000
H 1.36 25.07 -2.61  0.000
H 1.73 25.22 -4.33  0.000
H 0.54 23.02 -5.79  0.000
H 0.06 24.71 -5.92  0.000
H -1.74 22.70 -6.40  0.000
H -2.24 24.10 -5.54  0.000
H -3.93 23.00 -4.08  0.000
H -3.26 21.92 -2.85  0.000
H -4.77 20.68 -4.40  0.000
H -3.20 20.07 -4.71  0.000
H -3.65 19.78 -7.46  0.000
H -5.06 20.55 -7.99  0.001
H -5.21 19.57 -6.63  0.001
C -0.07 23.21 -9.48  0.000
O -0.26 22.01 -10.28  0.000
C -1.41 22.17 -11.08  0.001
C -1.65 20.74 -11.74  -0.009
N -0.57 20.32 -12.84  0.000
H -0.78 20.70 -13.75  0.000
H 0.29 20.79 -12.61  0.000
C -0.08 18.85 -12.82  0.001
C 1.35 18.86 -13.42  0.000
O 2.09 19.85 -12.79  0.000
C 3.43 20.16 -13.22  0.000
H 0.09 24.03 -10.18  0.000
H 0.81 23.12 -8.83  0.000
H -0.97 23.45 -8.92  0.000
H -1.25 22.87 -11.89  0.000
H -2.23 22.59 -10.50  0.000
H -2.62 20.63 -12.22  0.001
H -1.52 19.96 -10.99  0.004
H -0.81 18.20 -13.29  0.000
H -0.12 18.43 -11.81  0.000
H 1.31 19.04 -14.49  0.000
H 1.74 17.85 -13.30  0.000
H 4.17 19.47 -12.80  0.000
H 3.67 21.18 -12.94  0.000
H 3.58 20.17 -14.30  0.000

---

No. 2
C5H11N | ωB97M-V/def2-TZVPD

Computed properties:
**Structure (SMILES)**: C/C=C(\C)NC
**Orbital gap**: 8.8 eV
**LUMO**: 1.1054 eV
**Calculated total energy**: -251.8320 a.u.
**Relative energy (zero: lowest compared OMol25 entry of this formula, charge and spin)**: 80.18 kJ/mol

Each line ends with the Mulliken charge.
Geometry (Å):
C -0.81 -2.41 0.10  -1.171
C -0.94 -0.94 -0.18  -0.565
C 0.02 -0.03 -0.17  0.964
C 1.46 -0.34 0.17  -1.323
N -0.22 1.31 -0.48  -0.305
C 0.21 2.33 0.47  -0.925
H -1.45 -3.00 -0.55  0.328
H -1.06 -2.63 1.14  0.264
H 0.22 -2.77 0.03  0.274
H -1.97 -0.60 -0.28  0.273
H 1.72 -1.32 -0.19  0.445
H 2.09 0.45 -0.24  0.338
H 1.61 -0.32 1.26  0.263
H -1.12 1.53 -0.86  0.270
H 0.43 1.93 1.46  0.267
H -0.57 3.07 0.61  0.338
H 1.10 2.88 0.16  0.264

---

No. 3
C5H6Br9CaO2Rb | ωB97M-V/def2-TZVPD

Computed properties:
**Orbital gap**: 4.3 eV
**Charge**: +2
**LUMO**: -9.4862 eV
**Calculated total energy**: -24211.8578 a.u.
**Relative energy (zero: lowest compared OMol25 entry of this formula, charge and spin)**: 227.21 kJ/mol

Each line ends with the Mulliken charge.
Geometry (Å):
Rb -13.36 -2.11 11.89  1.022
Ca -11.95 -0.55 8.58  1.531
C -10.89 2.34 11.63  -0.345
C -11.41 1.37 10.63  1.272
O -11.91 0.26 10.92  -0.819
O -11.33 1.64 9.41  -0.829
H -9.82 2.18 11.68  -0.152
H -11.44 2.14 12.55  0.319
H -11.15 3.33 11.25  0.069
C -11.08 5.06 8.56  0.059
Br -10.78 6.66 9.72  0.015
Br -9.76 5.05 7.06  -0.058
Br -12.88 5.09 7.71  -0.019
H -10.93 4.11 9.07  -0.079
C -14.21 4.35 12.67  -0.293
Br -16.18 4.43 12.80  -0.006
Br -13.40 5.01 14.39  -0.002
Br -13.54 5.43 11.18  0.099
H -13.81 3.34 12.56  0.214
C -6.87 0.58 10.71  -0.208
Br -5.05 0.84 9.96  0.042
Br -7.17 1.33 12.46  -0.002
Br -7.19 -1.35 10.96  -0.066
H -7.68 0.94 10.08  0.236

---

No. 4
C12H24O4S2 | ωB97M-V/def2-TZVPD

Computed properties:
**Orbital gap**: 10.0 eV
**LUMO**: 0.4472 eV
**Calculated total energy**: -1568.9341 a.u.
**Relative energy (zero: lowest compared OMol25 entry of this formula, charge and spin)**: 0.00 kJ/mol

Each line ends with the Mulliken charge.
Geometry (Å):
C 1.55 6.12 -1.87  -1.313
C 1.29 4.63 -1.66  -0.303
C 0.28 4.09 -2.67  -0.944
C 0.02 2.60 -2.47  -0.130
C -0.97 2.05 -3.50  -0.940
C -1.47 0.63 -3.21  -0.565
C -0.40 -0.46 -3.34  -0.919
C 0.36 -0.76 -2.05  -0.427
H 1.18 -1.44 -2.25  0.447
H 0.73 0.15 -1.58  0.149
S -0.73 -1.67 -0.86  0.238
O -1.75 -0.74 -0.39  -0.573
C 0.53 -1.72 0.54  -0.013
C 0.13 -2.82 1.50  -0.848
H 0.87 -3.61 1.60  0.384
H -0.84 -3.25 1.26  0.402
S -0.07 -1.97 3.10  1.181
O -1.12 -2.55 3.88  -0.683
O 1.23 -1.85 3.71  -0.693
C -0.48 -0.37 2.36  -0.768
H -1.49 -0.41 1.97  0.339
C 0.56 -0.34 1.25  -0.217
O 1.84 -0.04 1.73  -0.542
H 2.01 -0.60 2.51  0.452
H 0.32 0.45 0.53  0.186
H -0.35 0.43 3.08  0.409
H 1.51 -1.90 0.09  0.549
H 0.32 -0.17 -4.12  0.393
H -0.87 -1.39 -3.68  0.369
H -2.26 0.42 -3.93  0.312
H -1.91 0.59 -2.22  0.373
H -0.51 2.08 -4.49  0.302
H -1.84 2.71 -3.52  0.410
H 0.97 2.06 -2.54  0.326
H -0.39 2.44 -1.46  0.233
H 0.67 4.25 -3.68  0.370
H -0.65 4.64 -2.58  0.397
H 2.23 4.09 -1.75  0.335
H 0.91 4.47 -0.65  0.294
H 1.94 6.30 -2.86  0.322
H 0.62 6.69 -1.76  0.325
H 2.26 6.49 -1.14  0.384

---

No. 5
C3H10O2S2 | ωB97M-V/def2-TZVPD

Computed properties:
**Structure (SMILES)**: OCCCSS.O
**Orbital gap**: 9.5 eV
**LUMO**: 0.4376 eV
**Calculated total energy**: -1067.1206 a.u.
**Relative energy (zero: lowest compared OMol25 entry of this formula, charge and spin)**: 67.62 kJ/mol

Each line ends with the Mulliken charge.
Geometry (Å):
O -0.28 -2.25 -1.42  -0.492
C 0.63 -1.27 -1.99  -0.615
C 1.56 -0.81 -0.95  -0.519
C 1.14 0.43 -0.14  -0.682
S 0.06 0.00 1.27  -0.122
S -0.49 1.91 1.79  -0.189
H 0.25 -2.86 -0.91  0.302
H 1.24 -1.72 -2.89  0.252
H 0.11 -0.48 -2.41  0.491
H 1.85 -1.70 -0.29  0.360
H 2.47 -0.47 -1.47  0.275
H 2.05 1.05 0.07  0.433
H 0.52 0.96 -0.90  0.387
H 0.84 2.21 2.04  0.168
O -2.08 0.14 -1.32  -0.636
H -1.56 0.10 -0.49  0.248
H -2.13 -0.85 -1.38  0.339

---

No. 6
C33H83ClNO23PS | ωB97M-V/def2-TZVPD

Computed properties:
**Orbital gap**: 6.8 eV
**LUMO**: -1.6649 eV
**Calculated total energy**: -4291.0940 a.u.
**Relative energy (zero: lowest compared OMol25 entry of this formula, charge and spin)**: 1428.10 kJ/mol

Each line ends with the Mulliken charge.
Geometry (Å):
C 7.02 -2.78 -0.88  -0.741
C 6.65 -1.22 -1.23  -0.283
C 5.64 -0.50 -0.15  -0.047
C 5.75 1.16 -0.31  -0.728
C 4.67 1.97 0.63  -0.349
C 3.20 2.21 -0.08  -0.209
C 3.05 3.73 -0.77  -0.458
C 1.67 3.78 -1.71  0.098
C 0.76 5.11 -1.42  -0.422
C -0.48 5.32 -2.52  -0.263
C -1.19 3.81 -2.64  0.463
C -2.01 3.33 -1.27  -0.817
C -2.67 1.82 -1.34  0.745
C -2.56 0.82 -2.67  0.675
C -1.76 1.33 -4.01  -0.976
C -1.08 2.84 -3.95  0.718
C -0.24 3.31 -5.30  -0.593
C -0.90 4.61 -6.07  -0.468
C -3.25 -0.70 -2.53  -0.398
O -3.97 -1.24 -3.52  -0.583
C -3.00 -1.42 -1.04  -0.106
C -3.12 -0.42 0.29  -0.019
C -2.88 -0.90 1.84  0.440
C -2.48 -2.50 2.05  0.299
C -2.20 -2.96 3.62  -0.308
C -1.22 -1.77 4.27  -0.318
C -2.10 -0.76 5.28  -0.750
C -1.76 0.84 5.02  -0.030
S -3.27 1.95 5.16  1.090
O -3.61 2.36 6.64  -0.595
O -3.04 3.29 4.37  -0.556
Cl -5.02 1.11 4.38  -0.239
C -2.35 -3.48 0.75  0.201
P -1.82 -5.33 1.03  0.033
N -0.22 -5.37 0.62  -0.724
C -2.60 -3.00 -0.84  0.583
C -2.44 -3.99 -2.14  -0.662
O -3.28 -5.20 -2.10  -0.387
C -4.66 -4.94 -2.55  -0.310
C -5.68 -4.79 -1.23  -0.573
C -3.47 1.19 -0.01  -0.447
O -4.35 1.91 0.71  -0.556
H 6.19 -3.55 -1.21  0.101
H 8.01 -3.04 -1.48  0.256
H 7.29 -2.96 0.26  0.239
H 6.19 -1.19 -2.32  0.168
H 7.69 -0.64 -1.30  0.295
H 4.55 -0.89 -0.36  -0.040
H 5.96 -0.87 0.92  0.119
H 5.73 1.48 -1.45  0.172
H 6.84 1.43 0.10  0.310
H 5.15 3.02 0.87  0.278
H 4.61 1.38 1.65  0.203
H 2.40 2.11 0.79  -0.145
H 2.97 1.35 -0.85  0.336
H 3.94 3.80 -1.54  0.243
H 3.04 4.57 0.04  0.181
H 1.98 3.83 -2.85  -0.138
H 1.12 2.76 -1.49  0.125
H 1.37 6.11 -1.27  0.311
H 0.20 4.93 -0.38  0.118
H -0.01 5.65 -3.55  -0.002
H -1.27 6.09 -2.09  0.309
H -2.11 4.00 -0.30  0.300
H -1.66 0.61 -4.95  0.227
H -0.11 2.36 -6.01  0.374
H 0.86 3.54 -4.90  0.115
H -1.90 4.86 -5.52  0.251
H -0.09 5.49 -5.98  -0.081
H -1.06 4.28 -7.20  0.276
H -2.98 -0.11 2.70  -0.185
H -1.50 -3.92 3.56  0.062
H -3.18 -3.14 4.24  0.239
H -0.40 -2.25 4.98  0.326
H -0.62 -1.18 3.45  0.256
H -1.87 -0.99 6.40  0.396
H -3.22 -0.99 5.03  0.204
H -1.20 0.99 3.99  0.111
H -1.00 1.20 5.87  0.188
H -2.48 -6.25 0.15  0.159
H -1.89 -5.74 2.41  0.118
H -0.07 -6.01 -0.18  0.230
H -2.64 -3.46 -3.17  0.421
H -1.29 -4.30 -2.17  0.069
H -4.78 -4.03 -3.28  0.217
H -5.03 -5.92 -3.10  0.290
H -5.57 -5.80 -0.64  0.213
H -5.23 -3.91 -0.59  0.038
H -6.78 -4.62 -1.59  0.371
O 7.42 -5.71 -0.22  -0.571
H 7.24 -6.36 -0.92  0.289
H 7.60 -6.24 0.56  0.282
O 1.40 -3.16 5.54  -0.613
H 1.54 -3.71 6.33  0.275
H 1.32 -3.80 4.82  0.303
O 3.00 -0.40 1.09  -0.242
H 2.31 -1.04 0.85  0.162
H 2.55 0.22 1.68  0.222
O 8.70 -1.58 -3.36  -0.573
H 8.39 -1.08 -4.13  0.284
H 9.67 -1.50 -3.41  0.283
O 2.56 8.14 -1.99  -0.614
H 3.40 8.60 -1.85  0.281
H 1.89 8.82 -1.85  0.316
O -7.38 -4.59 0.96  -0.568
H -7.34 -3.76 1.46  0.282
H -8.02 -5.12 1.46  0.270
O -6.73 -1.52 2.62  -0.567
H -6.02 -1.02 3.04  0.249
H -7.43 -0.86 2.48  0.305
O 4.41 -4.06 -2.42  -0.594
H 3.54 -3.77 -2.12  0.308
H 4.28 -4.98 -2.69  0.279
O -5.94 1.77 -2.26  -0.620
H -5.63 0.86 -2.37  0.331
H -5.91 1.92 -1.31  0.315
O 3.42 3.73 2.53  -0.504
H 4.26 4.20 2.68  0.252
H 2.75 4.42 2.67  0.273
O -0.09 3.97 6.03  -0.615
H -0.99 4.33 5.96  0.308
H -0.19 3.22 6.65  0.314
O 0.17 7.46 -4.81  -0.602
H 0.88 7.97 -4.39  0.288
H -0.53 8.12 -4.95  0.295
O -0.38 -7.23 4.26  -0.661
H -0.94 -7.86 3.77  0.315
H 0.04 -6.70 3.57  0.327
O 1.41 -3.10 -1.61  -0.636
H 0.51 -2.74 -1.68  0.214
H 1.31 -3.84 -0.99  0.370
O 0.36 7.13 -8.67  -0.640
H 0.67 6.22 -8.77  0.318
H 0.39 7.28 -7.71  0.327
O 3.56 -1.56 3.70  -0.646
H 3.24 -1.07 2.93  0.344
H 4.52 -1.49 3.64  0.289
O -9.48 -3.07 3.63  -0.619
H -8.64 -2.60 3.77  0.322
H -10.15 -2.39 3.77  0.314
O 0.91 1.43 3.67  -0.695
H 1.46 1.10 4.39  0.319
H 0.77 2.37 3.89  0.298